Below is C10H16O2 in the gas phase at a distorted geometry, with properties calculated with wB97M-V/def2-TZVPD.

Values from the calculation:
ΔE to the lowest compared entry with this formula, charge and spin (eV): 2.586
Gap between HOMO and LUMO (alpha / beta) (eV): 5.72 / 6.84
Strongest force on any atom (eV/Å): 9.15
HOMO level (alpha / beta) (eV): -5.04 / -8.83
LUMO level (alpha / beta) (eV): 0.6815 / -1.9946

The geometry in ORCA input format:
```
! wB97M-V def2-TZVPD RIJCOSX def2/J DEFGRID3
* xyz 0 3
C 3.1407 1.8376 0.9602
C 1.8618 1.4386 0.8276
C -0.9380 -1.7153 -1.3971
C -1.9257 -0.6819 -0.7249
C 0.0096 -1.9885 -0.3257
C -0.0100 1.1199 -0.7222
C 1.2827 0.4990 -0.1711
C -0.9701 0.2259 0.0560
C 0.2171 -0.6973 0.5830
C -1.7621 0.9483 1.1702
O 2.0089 -0.0823 -1.2211
O 0.2895 -0.9059 1.9225
H 3.5418 2.5589 1.7390
H 3.9460 1.2692 0.4832
H 1.0195 1.8428 1.3440
H -1.4050 -2.6911 -1.7295
H -0.5416 -1.3540 -2.4219
H -2.6258 -0.2795 -1.3854
H -2.4099 -1.2660 0.0177
H -0.2756 -2.7471 0.4229
H 1.0275 -2.3167 -0.7546
H -0.0321 2.2268 -0.8328
H -0.0063 0.7797 -1.7250
H -0.9219 1.5271 1.6600
H -2.2847 0.1709 1.7895
H -2.3690 1.5372 0.4485
H 2.7788 -0.4692 -0.9242
H 0.7600 -1.6829 1.9732
*
```

***

Below is 2 unconnected molecules or ions with the total composition C10H16OP at a distorted geometry, with properties calculated with wB97M-V/def2-TZVPD.

Values from the calculation:
ΔE to the lowest compared entry with this formula, charge and spin (eV): 3.467
Gap between HOMO and LUMO (alpha / beta) (eV): 7.78 / 7.71
Strongest force on any atom (eV/Å): 5.35
HOMO level (alpha / beta) (eV): -13.47 / -13.29
LUMO level (alpha / beta) (eV): -5.6855 / -5.5810

The geometry in ORCA input format:
```
! wB97M-V def2-TZVPD RIJCOSX def2/J DEFGRID3
* xyz 1 1
C -3.6760 -0.1198 0.0575
C -2.9359 -0.7174 1.1275
C -3.0826 0.5641 -1.0143
C -1.5436 -0.7997 0.9942
C -1.7291 0.7850 -0.9875
C -0.9542 0.0310 0.0073
C 2.7825 -1.8448 0.7431
C 1.2127 2.6548 0.0888
C 1.4752 -1.0941 1.0053
C 1.6189 1.5015 -0.7789
O 1.0044 -1.4496 -2.3357
P 0.7924 -0.0461 -0.2821
H -4.6894 -0.1978 -0.0648
H -3.4684 -1.2349 1.9758
H -3.7754 0.8966 -1.7129
H -0.9882 -1.4674 1.6496
H -1.1389 1.2525 -1.7988
H 2.8316 -2.5987 1.5434
H 2.6313 -2.4518 -0.1521
H 3.7902 -1.2371 0.8019
H 1.4103 2.5457 1.1053
H 1.7600 3.4972 -0.1010
H 0.1454 2.8242 -0.0215
H 1.6583 -0.4784 1.9266
H 0.5909 -1.9066 1.2190
H 2.6618 1.2163 -0.7662
H 1.4787 1.6256 -1.8388
H 0.1371 -1.7502 -2.3907
*
```

***

Below is 2 unconnected molecules or ions with the total composition C10H16S at a distorted geometry, with properties calculated with wB97M-V/def2-TZVPD.

Values from the calculation:
ΔE to the lowest compared entry with this formula, charge and spin (eV): 0.041
Gap between HOMO and LUMO (alpha / beta) (eV): 2.24 / 6.58
Strongest force on any atom (eV/Å): 1.46
HOMO level (alpha / beta) (eV): 0.70 / -3.71
LUMO level (alpha / beta) (eV): 2.9454 / 2.8706

The geometry in ORCA input format:
```
! wB97M-V def2-TZVPD RIJCOSX def2/J DEFGRID3
* xyz -1 2
C -1.8755 1.7517 1.4581
C -1.5858 2.8283 0.4280
C 0.1853 0.7879 3.0699
S -1.0301 2.1414 3.0110
H -2.9481 1.6024 1.5908
H -1.4581 0.8499 1.0202
H -1.9357 2.5642 -0.5816
H -0.5129 2.8462 0.2579
H 1.0924 1.1789 3.5425
H -0.2460 -0.0498 3.5929
H 0.5105 0.5548 2.0515
H -1.9317 3.8558 0.5743
C -0.3291 -2.3820 0.2730
C 1.8105 -1.8694 -2.7938
C 1.1437 -2.4554 -1.7356
C 1.9912 -0.4361 -2.7750
C 0.4799 -1.7055 -0.7559
C 1.2217 0.3070 -1.9058
C 0.3955 -0.2849 -0.9512
H 2.2597 -2.4691 -3.5816
H 1.0272 -3.5269 -1.6183
H 2.5109 0.0678 -3.5835
H 1.1816 1.3918 -1.9830
H 0.0184 -2.2856 1.3163
H -0.3107 -3.4652 0.0898
H -0.2804 0.2589 -0.3038
H -1.3843 -2.0572 0.2927
*
```

***

Below is 2 unconnected molecules or ions with the total composition C10H17BClN2O5 at a distorted geometry, with properties calculated with wB97M-V/def2-TZVPD.

Values from the calculation:
Gap between HOMO and LUMO (eV): 10.51
Strongest force on any atom (eV/Å): 2.22
HOMO level (eV): -13.38
LUMO level (eV): -2.8713

The geometry in ORCA input format:
```
! wB97M-V def2-TZVPD RIJCOSX def2/J DEFGRID3
* xyz 1 1
C 1.0879 -0.5293 -0.9614
C 0.8801 -0.7750 -2.4679
C 0.0170 -2.0011 -2.6717
Cl -0.3556 -2.3118 -4.3734
N -1.2339 -1.8643 -1.8874
C -1.6247 -2.4986 -0.7610
C -2.8187 -1.9910 -0.4234
N -3.1264 -1.0566 -1.3619
B -4.3280 -0.1219 -1.4940
O -5.2409 -0.3513 -2.4371
O -4.3931 0.9177 -0.6417
C -2.1559 -0.9867 -2.2619
H 1.0555 -1.4525 -0.3924
H 0.3391 0.1377 -0.5559
H 2.0383 -0.0414 -0.8337
H 1.8272 -0.8894 -2.9730
H 0.3968 0.1075 -2.8769
H 0.5270 -2.8721 -2.2863
H -1.0435 -3.2477 -0.2672
H -3.4421 -2.2388 0.4081
H -5.5867 0.4615 -2.8231
H -3.6858 0.8797 0.0099
H -2.1085 -0.3481 -3.1173
C 1.8478 1.1498 4.2850
C 2.6293 1.2645 2.9983
C 3.4255 2.5410 2.8614
O 3.4475 2.7365 1.4400
C 2.3497 2.1443 0.9292
O 1.9579 2.2923 -0.1843
O 1.7506 1.3544 1.8560
H 1.0133 1.8513 4.2919
H 1.4272 0.1498 4.3909
H 2.4861 1.3437 5.1463
H 3.2684 0.3887 2.8610
H 4.4367 2.4567 3.2506
H 2.9353 3.4004 3.3241
*
```

***

Below is a molecular structure, C10H17BaNO11P2 at a distorted geometry, with properties calculated with wB97M-V/def2-TZVPD.

Values from the calculation:
Gap between HOMO and LUMO (eV): 5.10
Strongest force on any atom (eV/Å): 5.82
HOMO level (eV): -14.04
LUMO level (eV): -8.9337

The geometry in ORCA input format:
```
! wB97M-V def2-TZVPD RIJCOSX def2/J DEFGRID3
* xyz 2 1
C 0.3994 -2.8657 2.3890
C 0.1804 -3.4519 0.9372
O 1.0239 -2.8478 -0.0573
C 0.6593 -3.2697 -1.3813
C 0.7067 -2.0621 -2.4616
O 1.0064 -0.7910 -1.8562
C 0.0146 0.2012 -2.0913
C -0.8069 0.5126 -0.7666
N -1.1742 -0.8368 -0.2125
C -2.1092 -1.3381 -0.9002
O -2.6880 -1.7627 -1.8143
C -2.2477 1.2064 -0.8774
O -2.8804 1.5344 -1.8160
O -2.5642 1.3767 0.5368
C -1.3925 1.4346 1.3684
C -0.2082 1.5849 0.2686
P -0.2370 3.4191 -0.2946
O 0.1256 3.5849 -1.7242
O -1.7087 4.1713 -0.0106
O 0.9444 4.3845 0.5729
P 1.5869 1.3417 0.7940
O 1.9620 2.0137 2.1463
O 2.5062 1.9259 -0.4662
O 2.0171 -0.2570 0.9472
H 1.3538 -3.2453 2.8759
H 0.3196 -1.7334 2.4317
H -0.4388 -3.2705 3.0440
H -0.9065 -3.2853 0.6746
H 0.3667 -4.5650 0.9967
H 1.3883 -4.0500 -1.7498
H -0.3673 -3.7421 -1.3308
H -0.2755 -2.1084 -3.0109
H 1.5102 -2.3342 -3.2183
H 0.5768 1.1569 -2.3606
H -0.6805 0.0007 -2.9536
H -1.3026 2.3502 2.0580
H -1.2239 0.5445 2.0558
H -1.8953 4.1139 0.9546
H 0.4843 4.5903 1.4154
H 3.0808 2.6452 -0.1262
H 1.9724 -0.4134 1.9172
Ba 0.9213 4.1370 3.0962
*
```

***

Below is a molecular structure, C10H17Cl2NO5Os at a distorted geometry, with properties calculated with wB97M-V/def2-TZVPD.

Values from the calculation:
ΔE to the lowest compared entry with this formula, charge and spin (eV): 0.000
Gap between HOMO and LUMO (alpha / beta) (eV): 4.59 / 4.57
Strongest force on any atom (eV/Å): 4.08
HOMO level (alpha / beta) (eV): 0.35 / 0.36
LUMO level (alpha / beta) (eV): 4.9482 / 4.9385

The geometry in ORCA input format:
```
! wB97M-V def2-TZVPD RIJCOSX def2/J DEFGRID3
* xyz -2 5
C -0.7605 0.7979 -2.0570
C -1.5898 -0.3602 -1.9139
C -0.7597 -1.4779 -1.6270
C -3.0572 -0.4017 -2.0974
C 0.6188 -1.0474 -1.6443
C 0.6346 0.3920 -1.9222
C 1.7855 1.1808 -2.4078
C -1.2150 2.1197 -2.5181
C -1.2068 -2.8792 -1.4732
C 1.7568 -1.9882 -1.8008
Os 0.3137 0.3018 0.2055
Cl -1.8866 0.3327 0.9305
Cl 0.3310 2.5329 0.4875
O 2.2028 -0.0016 0.3627
H -3.5232 0.5549 -1.8341
H -3.5166 -1.1846 -1.4813
H -3.2991 -0.6167 -3.1440
H -2.0249 -2.9700 -0.7417
H -0.3796 -3.5171 -1.1407
H -1.5655 -3.2898 -2.4287
H 1.6545 -2.8584 -1.1393
H 2.7165 -1.5045 -1.6012
H 1.7722 -2.3646 -2.8353
H 2.7273 0.7899 -2.0151
H 1.7210 2.2374 -2.1304
H 1.8085 1.1074 -3.5001
H -2.0550 2.5027 -1.9233
H -1.5442 2.0512 -3.5612
H -0.4041 2.8496 -2.4700
H 2.2335 -0.3246 1.2858
O 2.7957 3.8706 -0.3479
H 3.6564 4.0959 0.0913
O -0.1861 1.0244 3.3778
N -0.0276 -0.1751 3.2858
O -0.2836 -1.0802 4.0593
O 0.5614 -0.7003 2.0040
*
```